(1)
Molecular formula: C25H19F6NO2
Method: DFT, ωB97M-V/def2-TZVPD

The geometry in XYZ format:
```
53
Properties=species:S:1:pos:R:3:lowdin_charge:R:1
F 0.7556 -2.9792 6.3170 0.121
C 1.9247 -2.4715 5.8159 -0.515
F 2.4264 -1.6306 6.7619 0.120
F 2.7873 -3.5365 5.7005 0.109
C 1.7466 -1.8212 4.4709 -0.122
C 2.1548 -0.5094 4.2483 0.007
C 1.8111 0.1205 3.0583 -0.015
C 1.1399 -0.5985 2.0598 -0.151
C 0.6521 0.1361 0.8153 -0.215
C 0.1421 -0.8245 -0.2320 -0.191
C -1.1036 -1.4296 -0.0768 -0.013
C -1.6191 -2.2284 -1.0924 0.018
C -0.8493 -2.4069 -2.2331 -0.126
C -1.4394 -3.0885 -3.4265 -0.523
F -1.5571 -2.2453 -4.5047 0.115
F -0.6313 -4.1288 -3.8063 0.114
F -2.6758 -3.6059 -3.2015 0.122
C 0.4727 -1.9760 -2.3171 -0.006
C 0.9587 -1.1605 -1.3078 -0.025
C 0.9137 -1.9701 2.2312 0.004
C 1.1813 -2.5664 3.4534 0.004
H 2.6475 0.0416 5.0271 0.116
H 2.0079 1.1868 2.9381 0.130
H 1.5042 0.6575 0.3536 0.147
H -1.6809 -1.2608 0.8340 0.137
H -2.6081 -2.6542 -1.0042 0.123
H 1.0761 -2.2131 -3.1862 0.128
H 1.9526 -0.7037 -1.3691 0.125
H 0.4365 -2.5805 1.4632 0.116
H 0.8843 -3.5868 3.6251 0.126
C -0.6172 1.6992 -4.9159 -0.086
C 0.2910 1.0543 -4.0734 -0.075
C 0.6047 1.6156 -2.8350 -0.055
C -0.2117 2.6086 -2.2924 -0.212
C -0.1115 2.8781 -0.7905 -0.083
C -0.9796 2.0502 0.2006 -0.200
C -1.5607 3.0196 1.2299 -0.104
O -1.6805 2.3298 2.4772 0.052
C -0.9833 1.1758 2.4347 -0.456
O -1.0248 0.3780 3.3583 0.121
N -0.3148 1.1217 1.1636 0.047
C -1.0400 3.3367 -3.1770 -0.036
C -1.2021 2.8962 -4.4975 -0.087
H -0.8494 1.2637 -5.8861 0.105
H 0.7666 0.1173 -4.3763 0.102
H 1.4684 1.2670 -2.2574 0.103
H 0.9296 2.8017 -0.4389 0.129
H -0.4301 3.9191 -0.6649 0.108
H -1.7470 1.4866 -0.3758 0.162
H -0.8333 3.8363 1.3571 0.130
H -2.5286 3.4636 0.9903 0.139
H -1.5525 4.2413 -2.8391 0.111
H -1.8047 3.4741 -5.2072 0.106
```

## Properties
- SMILES string = O=C1OC[C@@H](Cc2ccccc2)N1C(c1ccc(C(F)(F)F)cc1)c1ccc(C(F)(F)F)cc1
- energy above the lowest of the compared OMol25 structures with the same formula, charge and spin (kcal/mol) = 0.0
- E_LUMO (eV) = 0.34
- electronic energy (eV) = -48124.617
- orbital gap (eV) = 9.7

=====

(2)
Molecular formula: C5H11NO2
Method: DFT, ωB97M-V/def2-TZVPD

The geometry in XYZ format:
```
19
Properties=species:S:1:pos:R:3:lowdin_charge:R:1
C 1.4443 0.6954 -1.1103 -0.274
N 0.5002 -0.0756 -0.3549 -0.140
C -0.5660 -0.9393 -0.8275 -0.239
C -0.9163 -0.5452 -2.2389 -0.077
C 0.8305 -0.1619 1.1494 -0.088
C -0.2954 0.7717 1.8124 -0.205
O -0.9481 0.1403 2.9593 -0.132
O 2.5184 0.6181 -0.6198 0.028
H 1.1368 1.1053 -2.0301 0.106
H -0.0209 -1.8783 -0.8531 0.116
H -1.4552 -0.9807 -0.1824 0.120
H -2.0144 -0.2345 -2.1899 0.106
H -0.6425 -1.2171 -3.0021 0.064
H -0.5357 0.4349 -2.4442 0.038
H 0.8820 -1.2362 1.5157 0.134
H 1.8500 0.3369 1.3017 0.118
H 0.0544 1.8853 2.1002 0.154
H -1.1462 0.8341 1.1586 0.079
H -0.6758 0.4468 3.8558 0.091
```

## Properties
- SMILES string = CCN(C=O)CCO
- energy above the lowest of the compared OMol25 structures with the same formula, charge and spin (kcal/mol) = 75.7
- E_LUMO (eV) = 0.89
- electronic energy (eV) = -10945.986
- orbital gap (eV) = 9.6

=====

(3)
Molecular formula: C32H62N2O12S6
Method: DFT, ωB97M-V/def2-TZVPD

The geometry in XYZ format:
```
114
Properties=species:S:1:pos:R:3:lowdin_charge:R:1
C -3.9017 -1.3074 0.0272 -0.094
C -4.1428 -2.6666 0.6465 -0.225
C -3.1819 -3.8059 0.1965 -0.139
C -1.7657 -3.5837 0.5750 -0.167
N -0.6648 -3.4239 0.9179 0.178
H -2.8617 -1.0007 -0.0851 0.051
H -4.4559 -0.5691 0.6068 0.092
H -4.3353 -1.2772 -0.9723 0.061
H -5.1679 -2.8935 0.3536 0.117
H -4.1653 -2.6340 1.7358 0.072
H -3.2326 -3.9246 -0.8858 0.100
H -3.4689 -4.8000 0.5394 0.124
C -2.0764 0.1320 4.2238 -0.070
C -1.4955 -1.0106 3.3794 -0.266
C -1.7414 -2.4105 3.8748 -0.219
C -3.1097 -2.7664 4.1264 -0.226
N -4.2155 -3.0904 4.3054 0.161
H -3.1354 0.3028 4.0302 0.082
H -1.4439 1.0197 4.2388 0.076
H -2.0388 -0.2579 5.2410 0.072
H -0.4106 -0.9202 3.3247 0.087
H -1.8680 -0.9487 2.3569 0.084
H -1.1909 -2.5383 4.8069 0.116
H -1.3437 -3.0790 3.1113 0.076
C -2.5974 -1.0631 -4.8861 -0.225
C -3.4568 -1.2115 -3.6872 -0.266
C -4.1751 -2.5282 -3.6844 -0.208
S -4.3501 -3.0325 -5.4671 0.719
O -5.7920 -2.9887 -5.8329 -0.343
O -3.5265 -4.1991 -5.6649 -0.337
C -3.4873 -1.5598 -6.0224 -0.230
H -1.6547 -1.6080 -4.8357 0.114
H -2.3379 -0.0135 -5.0238 0.122
H -4.1844 -0.4001 -3.7057 0.135
H -2.8140 -1.1288 -2.8108 0.091
H -5.2147 -2.4783 -3.3606 0.101
H -3.6508 -3.3788 -3.2487 0.086
H -4.3290 -0.8812 -6.1606 0.107
H -3.0972 -1.7364 -7.0248 0.111
C 1.9892 -5.6548 -1.6407 -0.175
C 2.7598 -5.0645 -0.4796 -0.178
C 2.6149 -3.5305 -0.5234 -0.103
S 2.2753 -3.1550 -2.3359 0.803
O 3.3175 -2.4011 -2.9643 -0.172
O 0.9108 -2.7505 -2.6275 -0.204
C 2.4540 -4.8666 -2.8667 -0.150
H 0.9132 -5.5331 -1.5158 0.133
H 2.1108 -6.7262 -1.7999 0.148
H 3.8224 -5.3004 -0.4219 0.136
H 2.2991 -5.5478 0.3820 0.132
H 3.4306 -2.9205 -0.1352 0.122
H 1.6753 -3.1672 -0.1071 0.065
H 3.4909 -5.0459 -3.1508 0.131
H 1.9327 -5.0097 -3.8132 0.132
C 4.7378 -2.3946 4.7155 -0.246
C 3.5224 -1.9140 5.4749 -0.213
C 2.2862 -2.6538 4.9699 -0.169
S 2.5621 -2.7530 3.1060 0.753
O 2.0284 -1.5807 2.4097 -0.372
O 2.4375 -4.1290 2.5293 -0.369
C 4.3908 -2.3337 3.2777 -0.225
H 5.0224 -3.4229 4.9388 0.125
H 5.6048 -1.7569 4.8879 0.128
H 3.3529 -0.8732 5.1991 0.122
H 3.6318 -1.9410 6.5591 0.130
H 1.2824 -2.2475 5.0939 0.091
H 2.3692 -3.6895 5.2994 0.106
H 4.6326 -1.2978 3.0399 0.110
H 4.8451 -3.0698 2.6145 0.096
C -0.7259 6.5137 0.2037 -0.211
C -2.1971 6.9487 0.3701 -0.195
C -2.9491 5.8798 1.1837 -0.218
S -1.7473 4.9978 2.2229 0.700
O -1.9022 3.5716 1.9344 -0.361
O -1.8403 5.5128 3.5746 -0.334
C -0.2611 5.7819 1.4813 -0.208
H -0.0685 7.3359 -0.0792 0.117
H -0.5759 5.7697 -0.5786 0.075
H -2.7239 7.1389 -0.5651 0.113
H -2.3617 7.9069 0.8629 0.112
H -3.3490 5.1533 0.4764 0.097
H -3.7988 6.2000 1.7867 0.105
H 0.5678 5.0756 1.4372 0.087
H -0.0876 6.6511 2.1158 0.105
C 0.5066 -0.1324 -0.4633 -0.222
C 1.3536 0.4292 -1.6106 -0.224
C 0.3362 0.9873 -2.5620 -0.191
S -0.9572 1.8137 -1.4495 0.739
O -2.2649 1.2731 -1.7925 -0.331
O -0.7711 3.2885 -1.3926 -0.347
C -0.3904 1.0124 0.0771 -0.187
H 1.1344 -0.6435 0.2666 0.085
H -0.1033 -0.9844 -0.7637 0.088
H 2.0103 -0.2744 -2.1221 0.089
H 1.9823 1.2761 -1.3357 0.110
H -0.2084 0.1304 -2.9585 0.082
H 0.6738 1.6243 -3.3796 0.107
H -1.2608 0.9715 0.7320 0.097
H 0.3504 1.6605 0.5454 0.105
C 3.1648 4.3944 -2.2851 -0.216
C 4.2959 4.0603 -1.3272 -0.249
C 4.7603 5.2186 -0.4975 -0.211
S 3.2779 6.2857 -0.3868 0.691
O 3.4660 7.4939 -1.1328 -0.311
O 2.8464 6.3491 1.0011 -0.334
C 2.1758 5.2037 -1.4243 -0.202
H 2.7753 3.5020 -2.7749 0.101
H 3.4677 4.9787 -3.1540 0.118
H 5.1814 3.7656 -1.8905 0.120
H 3.9147 3.2620 -0.6904 0.112
H 5.5768 5.7700 -0.9637 0.110
H 5.0118 4.9464 0.5276 0.104
H 1.3815 5.8480 -1.8014 0.099
H 1.7122 4.4457 -0.7930 0.078
```

## Properties
- 2S+1 = 2
- total charge = +1
- <S²> = 0.7573
- E_LUMO (spin up / spin down) (eV) = -2.74 / -9.58
- electronic energy (eV) = -126736.848
- orbital gap (spin up / spin down) (eV) = 8.8 / 2.0

=====

(4)
Molecular formula: C4H2ClP
Method: DFT, ωB97M-V/def2-TZVPD

The geometry in XYZ format:
```
8
Properties=species:S:1:pos:R:3:lowdin_charge:R:1
C -1.2737 0.3307 -1.3072 0.107
C 0.3253 0.8190 0.6791 -0.372
C -0.5975 0.7380 -0.2529 -0.087
C 0.8931 1.3586 1.6006 -0.415
P 0.7513 2.8243 2.4757 0.480
Cl -1.1110 2.6342 3.1787 0.123
H -1.5090 -0.7227 -1.6889 0.068
H 0.7359 -0.0740 0.8717 0.096
```

## Properties
- SMILES string = C#CC=C=PCl
- energy above the lowest of the compared OMol25 structures with the same formula, charge and spin (kcal/mol) = 73.6
- E_LUMO (spin up / spin down) (eV) = -1.07 / -1.07
- electronic energy (eV) = -25984.602
- orbital gap (spin up / spin down) (eV) = 7.7 / 7.7